[1]
# C16H34CrP2

A structure of composition C16H34CrP2 (the ωB97M-V functional and the def2-TZVPD basis, the Open Molecules 2025 dataset).

Results
HOMO level (spin up / spin down) in eV: -3.87 / -5.44
Energy above the lowest of the compared OMol25 structures with the same formula, charge and spin in eV: 0.000
Spin multiplicity: 5
⟨S²⟩: 6.098
Total charge: 0
LUMO energy (spin up / spin down) in eV: 0.467 / 0.346

Geometry as XYZ:
```
53
C16H34CrP2 the ωB97M-V functional and the def2-TZVPD basis
H 1.129 2.294 -5.556
C -1.810 0.957 -6.902
H 0.386 -2.391 0.207
C 1.196 3.505 -1.885
H 0.675 1.011 -8.207
C 0.000 -1.363 0.372
C 1.219 0.954 -7.239
C 0.728 -1.332 -6.085
H -2.820 0.983 -6.452
C 1.617 -0.549 -7.038
H 1.229 -2.181 -5.590
H -0.923 -0.545 -8.177
H -2.389 -1.079 -7.290
P -0.098 2.222 -1.949
H 1.655 -1.032 -8.032
C -1.812 2.703 -2.408
H -0.645 2.387 0.435
C -0.634 -1.252 -6.146
C -0.874 1.679 -5.955
H 0.671 -0.837 1.073
C -0.330 1.359 0.481
H -1.104 -0.659 -3.723
H 0.576 -0.991 -4.054
H 2.178 1.497 -7.349
H -2.423 1.790 -2.441
H -0.105 1.394 -4.010
H 2.150 -2.970 -3.402
C 0.386 0.899 -3.152
H 2.173 3.022 -1.920
H -2.012 -2.935 -2.380
C 1.968 -2.523 -2.418
H 1.107 4.053 -0.944
H 1.128 4.222 -2.709
H -1.248 -1.854 -5.488
H -1.856 3.191 -3.385
C -1.431 -0.541 -7.196
H -0.955 0.837 1.222
C -1.013 -3.379 -2.324
H -1.008 -1.429 0.843
Cr -0.293 0.026 -1.235
H 0.698 1.317 0.857
H 2.286 -3.223 -1.647
H -1.346 2.490 -5.378
H 2.578 -1.616 -2.339
C 0.469 1.640 -6.131
H -0.868 -4.011 -3.209
H -1.879 1.495 -7.870
H 1.458 0.981 -3.416
H -0.995 -4.026 -1.447
P 0.213 -2.051 -2.092
H 2.641 -0.593 -6.631
C -0.115 -0.620 -3.271
H -2.217 3.366 -1.648
```

[2]
# C16H34F3N4O3

A cluster of 3 separate species, C16H34F3N4O3 in total (the ωB97M-V functional and the def2-TZVPD basis, the Open Molecules 2025 dataset).

Results
HOMO level in eV: -11.61
Total charge: +1
LUMO energy in eV: -3.210

Geometry as XYZ:
```
60
C16H34F3N4O3 the ωB97M-V functional and the def2-TZVPD basis
H 0.791 -2.227 -3.723
H 3.191 -1.067 -4.066
O -3.182 -0.041 -3.440
C -0.739 1.745 -2.569
C 2.172 3.678 4.300
H 1.638 0.694 1.237
H 1.690 1.592 3.972
F -5.167 -0.897 -3.964
H 3.075 -1.831 -2.455
H 2.888 1.672 0.439
C 2.279 1.573 1.340
H 0.272 -4.763 2.926
H 0.223 -2.474 4.046
F -3.525 -1.124 -5.254
C -3.762 0.492 -2.247
H -2.082 1.060 0.256
H -0.034 1.268 -4.343
C 1.578 -0.428 -2.923
C -2.859 1.680 -1.817
H -0.856 2.858 -1.080
C -3.875 -1.057 -4.002
C 1.201 2.571 3.929
H 3.007 3.742 3.601
H 3.662 -0.147 -2.606
H -1.428 -2.622 2.589
O 1.318 -2.257 2.299
H 0.795 2.960 0.678
H -2.330 2.159 -3.811
H 0.359 -3.597 1.053
H -1.081 -1.030 1.926
H 2.952 1.390 2.177
H 0.994 -4.787 4.532
C 2.997 -0.900 -3.009
N 0.156 1.275 -3.346
C 1.102 -4.383 3.525
F -3.566 -2.197 -3.422
C -1.063 -2.100 1.706
C 0.341 -2.534 1.319
O 0.577 2.753 2.666
H 1.667 4.645 4.298
H -4.773 0.870 -2.375
H 0.572 -2.013 -2.010
H 1.967 -2.540 4.183
C 0.522 -1.490 -2.968
H 0.653 -1.984 0.427
H -3.720 -0.243 -1.445
N 1.397 0.831 -2.813
C -1.815 1.077 -0.789
H 2.074 3.714 1.605
H -1.574 0.112 -1.244
H 2.025 -4.768 3.090
H 0.392 2.546 4.660
N -1.986 2.238 -2.860
H -1.759 -2.302 0.887
N -0.615 1.870 -1.163
H -3.398 2.407 -1.215
H -0.488 -1.125 -3.117
C 1.128 -2.866 3.569
H 2.582 3.501 5.295
C 1.440 2.822 1.545
```

[3]
# C16H34F3NO3Si2

A structure of composition C16H34F3NO3Si2 (the ωB97M-V functional and the def2-TZVPD basis, the Open Molecules 2025 dataset).

Results
HOMO level in eV: -9.04
Total charge: 0
LUMO energy in eV: 0.489

Geometry as XYZ:
```
59
C16H34F3NO3Si2 the ωB97M-V functional and the def2-TZVPD basis
F -6.251 -3.822 1.156
C 6.628 -2.161 2.713
H -0.426 0.461 -1.155
C -5.042 -1.586 1.097
H -4.193 6.933 -2.792
H 8.139 -1.414 4.084
H 0.751 -1.782 -2.575
H 5.596 1.553 3.855
H 6.710 0.629 2.836
H -2.185 4.551 -5.159
F -3.836 -3.877 1.413
C 1.596 -1.680 1.829
Si -0.234 -0.774 -0.354
H 2.677 -3.389 3.432
C 1.285 -0.442 0.781
C -4.964 -3.175 0.703
H -6.158 -1.383 1.457
H 1.735 -3.596 -0.535
C -2.175 3.490 -4.888
C -2.929 5.198 -2.544
Si -2.923 -0.045 -0.392
C 5.469 -0.584 4.145
H -1.174 3.260 -4.509
N -0.178 -4.677 -1.026
H 8.681 -2.744 3.053
C 7.829 -2.356 3.621
H 4.991 0.658 2.439
H 6.418 -3.108 2.204
H 6.840 -1.427 1.929
H -2.352 2.909 -5.799
F -4.847 -3.460 -0.746
H 2.237 -0.364 0.081
H -2.098 5.568 -3.152
H 4.491 -0.485 4.626
H 7.594 -3.055 4.431
C -3.231 3.173 -3.843
C -4.765 -0.547 -0.142
O -1.760 -1.014 0.510
H -1.004 -2.352 -2.179
H -4.461 5.678 -4.008
H -4.230 3.445 -4.195
H 1.178 0.562 1.387
H -1.089 -4.424 -1.487
H -2.706 5.479 -1.509
H 6.208 -0.640 4.950
H -3.244 2.091 -3.676
O -2.973 3.774 -2.577
C 1.984 -2.682 2.766
C 5.705 0.635 3.269
C -4.239 5.851 -2.951
H -5.353 0.456 0.131
H -5.197 -0.889 -1.181
C 0.646 -3.577 -1.012
C 0.067 -2.179 -1.682
H -2.619 -0.250 -1.816
H -5.072 5.441 -2.371
O 5.440 -1.808 3.416
H -4.323 -1.408 2.030
H -2.663 1.360 -0.088
```

[4]
# C16H34MnP2

A structure of composition C16H34MnP2 (the ωB97M-V functional and the def2-TZVPD basis, the Open Molecules 2025 dataset).

Results
HOMO level (spin up / spin down) in eV: -4.99 / -7.69
Energy above the lowest of the compared OMol25 structures with the same formula, charge and spin in eV: 0.000
Spin multiplicity: 6
⟨S²⟩: 8.833
Total charge: 0
LUMO energy (spin up / spin down) in eV: 0.690 / -0.219

Geometry as XYZ:
```
53
C16H34MnP2 the ωB97M-V functional and the def2-TZVPD basis
H -1.068 0.892 5.373
H 0.646 -0.815 -0.167
H 1.642 1.249 0.045
C -1.041 -2.983 -2.558
H 0.353 -2.456 4.325
H -1.281 -2.344 2.653
H -2.481 1.220 0.805
H -1.962 -1.329 0.182
H -0.216 2.234 4.472
H 1.182 2.259 2.558
H -2.273 1.510 -2.366
H 1.728 -2.601 -3.632
H 1.173 3.764 -1.560
H 2.194 -1.302 0.515
C -0.859 -1.540 2.034
H -1.578 2.829 -3.376
C -0.149 1.208 4.850
H -1.762 3.038 -1.599
C -0.704 1.376 1.964
H 0.887 3.634 -3.331
P 0.011 -1.523 -2.232
H -1.247 2.118 2.568
H 0.739 1.041 5.474
H -1.410 -0.440 -3.860
H 1.474 0.680 -3.904
H -0.004 1.469 -4.532
H 1.144 -2.287 2.366
C 0.557 -1.505 1.868
C 1.260 -0.767 0.762
Mn 0.016 -0.077 3.399
H 2.653 0.773 1.407
C 1.218 3.097 -2.430
H -0.779 -3.461 -3.513
C -1.519 0.684 0.900
H -0.915 -3.697 -1.734
H -2.831 -0.874 1.637
C 0.387 0.794 -3.758
C -1.840 -0.818 1.158
C -0.316 -0.563 -3.794
C -1.530 2.321 -2.400
H 2.253 2.756 -2.560
C 0.241 -1.459 4.768
H -2.088 -2.653 -2.582
H 1.985 -2.898 -1.875
H 1.141 -1.128 5.309
C 1.704 -2.147 -2.630
P 0.163 1.630 -2.100
H -0.656 -1.374 5.400
H 2.428 -1.319 -2.578
C 0.720 1.436 1.992
C 1.620 0.724 1.024
H 0.024 -1.173 -4.643
H -1.034 0.798 -0.091
```

[5]
# C16H34MoN3O3P2S2Se4

A structure of composition C16H34MoN3O3P2S2Se4 (the ωB97M-V functional and the def2-TZVPD basis, the Open Molecules 2025 dataset).

Results
HOMO level (spin up / spin down) in eV: -6.57 / -6.66
Energy above the lowest of the compared OMol25 structures with the same formula, charge and spin in eV: 0.000
Spin multiplicity: 2
⟨S²⟩: 0.769
Total charge: 0
LUMO energy (spin up / spin down) in eV: -0.175 / 0.137

Geometry as XYZ:
```
65
C16H34MoN3O3P2S2Se4 the ωB97M-V functional and the def2-TZVPD basis
H -1.116 0.828 1.124
P 0.635 -1.362 0.151
H 0.480 -3.014 -2.065
H 3.500 -2.768 2.521
Mo 0.895 1.744 -1.103
N 2.080 -2.111 0.241
H -2.163 2.871 1.660
H -0.523 1.257 3.390
H 3.289 -0.465 0.861
H 5.261 -1.836 1.066
H -2.316 4.503 -0.159
O -2.342 2.609 -1.019
H -2.618 6.563 -3.623
C 2.311 -3.428 0.845
C 3.337 -1.321 0.182
H -1.924 -0.695 1.520
H -1.846 -5.397 0.161
H 1.643 -0.312 3.070
S -0.734 1.452 -3.145
H 4.758 -2.888 -0.259
H -0.782 -3.339 1.566
C -1.227 -3.338 0.570
H 4.153 -4.210 1.731
H -3.689 2.108 1.158
Se 4.789 2.091 -0.675
Se 3.773 3.359 0.954
N 0.197 -0.768 1.606
H 1.500 -3.720 1.515
Se 1.749 2.129 1.179
Se 2.909 1.980 -2.216
C -1.075 0.324 3.255
H -2.338 -4.107 -1.846
H -0.921 -1.722 3.950
H -2.281 -3.061 0.678
C 0.841 -1.037 2.899
H -0.882 -4.967 -2.334
C -0.296 -0.827 3.895
H 2.388 -4.192 0.064
O 0.741 -0.288 -0.907
H -2.080 0.455 3.652
O -2.419 3.982 -3.062
H 3.493 -0.929 -0.822
H -1.060 4.121 -4.634
C -1.106 -4.668 -0.165
H -3.911 3.890 -0.646
N -0.549 -2.391 -0.320
H 1.265 -2.040 2.938
H -1.049 -2.190 -2.372
H -0.111 -5.092 -0.006
C 4.403 -2.326 0.608
H -1.478 6.588 -4.976
H 0.068 -0.600 4.896
H -0.896 6.243 -3.340
H -3.687 3.752 1.820
C -0.548 -2.896 -1.710
S 0.157 4.085 -1.484
C -1.077 -0.049 1.775
C 3.650 -3.259 1.557
C -3.135 3.047 1.197
P -1.409 3.076 -2.234
C -2.959 3.620 -0.188
C -1.723 6.095 -4.034
H -2.754 4.460 -5.008
C -1.278 -4.243 -1.625
C -1.963 4.624 -4.279
```

[6]
# C16H34N3Sb2Ti

A structure of composition C16H34N3Sb2Ti (the ωB97M-V functional and the def2-TZVPD basis, the Open Molecules 2025 dataset).

Results
HOMO level (spin up / spin down) in eV: -8.94 / -10.24
Energy above the lowest of the compared OMol25 structures with the same formula, charge and spin in eV: 0.015
Spin multiplicity: 3
⟨S²⟩: 2.008
Total charge: +1
LUMO energy (spin up / spin down) in eV: -2.400 / -2.628

Geometry as XYZ:
```
56
C16H34N3Sb2Ti the ωB97M-V functional and the def2-TZVPD basis
H -0.526 -2.640 -3.769
H 2.796 -0.670 -5.753
C -2.264 1.801 3.655
H -1.235 0.144 -3.294
H -2.645 -2.379 0.820
H -2.397 1.009 -2.424
H -0.243 1.228 4.010
H -3.337 2.338 1.874
H 3.193 3.188 0.346
C 0.363 -2.006 -3.734
H 1.704 2.880 -2.413
C 2.841 -0.609 -3.629
H -0.020 -1.868 1.950
Ti -0.174 0.646 1.740
N -1.133 0.785 3.585
C -2.701 -2.372 -0.267
C -2.411 2.656 2.365
C 2.263 -0.940 -4.828
C 2.231 -1.111 -2.405
H -0.491 -3.172 -1.596
H -2.557 3.700 2.654
H -2.352 -3.321 -0.675
N 0.246 -1.178 2.681
C -1.397 -0.458 4.228
C 1.003 -1.541 -4.871
H -2.406 -0.750 3.689
H -0.042 2.710 -2.075
C 0.866 2.129 -2.168
C 2.826 -0.706 -1.106
H 0.545 -1.827 -5.817
H -2.939 -0.564 -3.013
C -2.058 0.007 -2.569
H 3.727 -0.027 -3.549
H 0.548 -1.171 4.680
H 3.612 1.711 1.222
Sb -1.295 -0.776 -0.767
H 1.221 1.125 2.602
H 2.759 -1.488 -0.355
N -1.249 2.498 1.472
C -0.306 -1.401 4.062
H 1.236 -1.462 2.763
H -0.484 3.103 1.622
H -3.247 1.328 3.806
H -2.028 2.314 4.585
H 0.845 1.404 -2.986
H -3.727 -2.203 -0.624
H -0.581 -2.483 4.275
C 0.970 -1.784 -2.481
H -1.443 2.725 0.504
H -1.712 -0.404 5.278
H 0.693 -2.567 -0.343
H 4.075 1.965 -0.445
C 3.258 2.100 0.274
H 3.877 -0.291 -1.116
C 0.226 -2.367 -1.318
Sb 1.475 1.037 -0.351
```